Here is 7 unconnected molecules or ions with the total composition C22H51Cl4N4O8P at a distorted geometry from the Open Molecules 2025 dataset. Energies are from ωB97M-V/def2-TZVPD.

Each atom is followed by the atoms it is bonded to, with distances in Å.
CARTESIAN COORDINATES (ANGSTROEM)
1 C -2.68 -25.13 -0.48  O2 1.231, N3 1.361, H6 1.101
2 O -3.72 -24.96 0.17  C1 1.231
3 N -2.20 -26.38 -0.71  C1 1.361, C4 1.428, C5 1.478
4 C -1.07 -26.47 -1.57  N3 1.428, H7 1.090, H8 1.090, H9 1.090
5 C -2.87 -27.58 -0.16  N3 1.478, H10 1.090, H11 1.090, H12 1.090
6 H -1.99 -24.30 -0.72  C1 1.101
7 H -0.31 -26.89 -0.91  C4 1.090
8 H -0.68 -25.51 -1.94  C4 1.090
9 H -1.30 -27.15 -2.39  C4 1.090
10 H -2.27 -27.89 0.69  C5 1.090
11 H -3.86 -27.33 0.21  C5 1.090
12 H -3.08 -28.35 -0.90  C5 1.090
13 C -1.96 -29.60 -7.64  O14 1.220, N15 1.365, H18 1.101
14 O -2.58 -29.17 -8.60  C13 1.220
15 N -2.44 -30.63 -6.88  C13 1.365, C16 1.478, C17 1.513
16 C -1.65 -31.39 -5.89  N15 1.478, H19 1.090, H20 1.090, H21 1.090
17 C -3.82 -31.17 -7.17  N15 1.513, H22 1.090, H23 1.090, H24 1.090
18 H -1.01 -29.19 -7.29  C13 1.101
19 H -0.58 -31.33 -5.69  C16 1.090
20 H -1.62 -32.41 -6.29  C16 1.090
21 H -2.18 -31.35 -4.95  C16 1.090
22 H -4.42 -31.25 -6.26  C17 1.090
23 H -4.35 -30.40 -7.73  C17 1.090
24 H -3.88 -32.15 -7.63  C17 1.090
25 C -3.37 -18.91 -7.72  O26 1.242, N27 1.316, H30 1.101
26 O -4.29 -19.61 -7.27  C25 1.242
27 N -2.11 -19.08 -7.38  C25 1.316, C28 1.520, C29 1.487
28 C -0.92 -18.14 -7.54  N27 1.520, H31 1.090, H32 1.090, H33 1.090
29 C -1.74 -20.20 -6.47  N27 1.487, H34 1.090, H35 1.090, H36 1.090
30 H -3.64 -18.15 -8.47  C25 1.101
31 H -1.10 -17.36 -8.28  C28 1.090
32 H -0.25 -18.72 -8.17  C28 1.090
33 H -0.31 -17.76 -6.72  C28 1.090
34 H -1.17 -19.91 -5.59  C29 1.090
35 H -2.63 -20.73 -6.14  C29 1.090
36 H -1.13 -20.90 -7.03  C29 1.090
37 C -1.92 -23.82 -5.23  O38 1.248, N39 1.357, H42 1.101
38 O -0.81 -23.84 -4.66  C37 1.248
39 N -2.49 -24.99 -5.61  C37 1.357, C40 1.510, C41 1.426
40 C -3.84 -24.95 -6.27  N39 1.510, H43 1.090, H44 1.090, H45 1.090
41 C -1.89 -26.27 -5.43  N39 1.426, H46 1.090, H47 1.090, H48 1.090
42 H -2.63 -22.98 -5.33  C37 1.101
43 H -3.67 -25.04 -7.34  C40 1.090
44 H -4.38 -24.03 -6.05  C40 1.090
45 H -4.44 -25.78 -5.88  C40 1.090
46 H -2.65 -26.81 -4.87  C41 1.090
47 H -1.73 -26.58 -6.47  C41 1.090
48 H -0.98 -26.30 -4.84  C41 1.090
49 Cl -4.41 -28.32 -3.77  C50 1.693
50 C -5.65 -28.51 -2.64  Cl49 1.693, C51 1.531, H53 1.090, H54 1.090
51 C -6.72 -29.37 -3.32  C50 1.531, Cl52 1.759, H55 1.090, H56 1.090
52 Cl -6.30 -31.08 -3.28  C51 1.759
53 H -5.91 -27.46 -2.54  C50 1.090
54 H -5.49 -28.77 -1.59  C50 1.090
55 H -6.86 -29.12 -4.37  C51 1.090
56 H -7.67 -29.21 -2.82  C51 1.090
57 Cl 3.06 -26.39 -2.76  C58 1.745
58 C 2.64 -25.27 -4.04  Cl57 1.745, C59 1.501, H61 1.090, H62 1.090
59 C 2.90 -23.87 -3.58  C58 1.501, Cl60 1.843, H63 1.090, H64 1.090
60 Cl 2.09 -23.44 -1.98  C59 1.843
61 H 1.58 -25.46 -4.24  C58 1.090
62 H 3.34 -25.53 -4.83  C58 1.090
63 H 2.42 -23.21 -4.31  C59 1.090
64 H 3.94 -23.54 -3.50  C59 1.090
65 C -5.69 -18.98 -3.92  C66 1.465, H76 1.090, H77 1.090, H78 1.090
66 C -5.76 -20.31 -4.53  C65 1.465, O67 1.415, H79 1.090, H80 1.090
67 O -6.15 -21.33 -3.62  C66 1.415, P68 1.625
68 P -5.13 -22.05 -2.58  O67 1.625, O69 1.467, O70 1.627, O73 1.599
69 O -4.02 -22.88 -3.06  P68 1.467
70 O -6.20 -22.70 -1.54  P68 1.627, C71 1.429
71 C -6.20 -24.09 -1.21  O70 1.429, C72 1.581, H81 1.090, H82 1.090
72 C -7.60 -24.47 -1.85  C71 1.581, H83 1.090, H84 1.090, H85 1.090
73 O -4.59 -20.81 -1.72  P68 1.599, C74 1.356
74 C -3.58 -20.92 -0.82  O73 1.356, C75 1.535, H86 1.090, H87 1.090
75 C -4.01 -20.98 0.65  C74 1.535, H88 1.090, H89 1.090, H90 1.090
76 H -6.16 -18.46 -4.76  C65 1.090
77 H -6.37 -18.97 -3.07  C65 1.090
78 H -4.69 -18.66 -3.67  C65 1.090
79 H -6.40 -20.25 -5.41  C66 1.090
80 H -4.75 -20.53 -4.86  C66 1.090
81 H -5.49 -24.69 -1.79  C71 1.090
82 H -6.27 -24.28 -0.14  C71 1.090
83 H -7.62 -23.95 -2.81  C72 1.090
84 H -7.68 -25.51 -2.14  C72 1.090
85 H -8.41 -24.34 -1.13  C72 1.090
86 H -2.83 -21.65 -1.15  C74 1.090
87 H -2.95 -20.03 -0.79  C74 1.090
88 H -4.78 -20.23 0.81  C75 1.090
89 H -4.58 -21.88 0.86  C75 1.090
90 H -3.24 -20.59 1.31  C75 1.090

* orbital gap: 9.40 eV
* relative energy (zero: lowest compared OMol25 entry of this formula, charge and spin): 106.1 kcal per mole
* multiplicity: 1
* structure (SMILES): CCOP(=O)(OCC)OCC.CN(C)C=O.CN(C)C=O.CN(C)C=O.CN(C)C=O.ClCCCl.ClCCCl
* HOMO: -8.9059 eV
* LUMO level: 0.49 eV
* calculated total energy: -3871.895897 Eh